# C3H7ClOS

An isolated molecule of C3H7ClOS (ωB97M-V/def2-TZVPD, OMol25).

The structure (SMILES) is CC[C@@](O)(S)Cl. Its lowest unoccupied orbital energy is 0.61 eV. For the total energy, the calculation gives -28629.7763 eV. Its energy above the lowest of the compared OMol25 structures with the same formula, charge and spin is 0.0 kJ/mol.

ORCA input file:
```
! wB97M-V def2-TZVPD RIJCOSX def2/J DEFGRID3
* xyz 0 1
C 1.08 -0.84 0.96
C 0.81 -0.29 -0.43
C -0.57 0.34 -0.52
O -1.54 -0.58 -0.28
S -0.67 1.78 0.65
Cl -0.79 1.02 -2.21
H 1.08 -0.04 1.70
H 2.05 -1.33 0.98
H 0.31 -1.57 1.23
H 0.85 -1.10 -1.17
H 1.55 0.46 -0.69
H -2.42 -0.19 -0.30
H -1.73 2.34 0.08
*
```